No. 1
48
Properties=species:S:1:pos:R:3:lowdin_charge:R:1 method="wB97M-V/def2-TZVPD" gap_ev="6.96 / 5.90" mol_weight_g_mol=581.33 multiplicity=6 total_charge=-1 relative_energy_ev=1.5188 s_squared=8.7835
Fe -0.87 -1.24 -2.11 0.638
S -1.43 3.08 -4.15 0.462
C -1.35 1.80 -3.11 -1.659
S 0.01 1.97 -1.97 0.894
S -2.41 0.50 -2.97 0.552
N 1.57 -4.52 -2.24 0.165
C 0.68 -3.61 -2.70 -0.563
O -0.49 -3.63 -2.34 -0.006
C 1.16 -2.58 -3.70 -0.243
C 0.01 -1.65 -4.04 -0.255
H 1.30 -5.01 -1.41 0.104
H 2.55 -4.31 -2.33 0.095
H 1.58 -3.14 -4.55 0.103
H 1.99 -2.02 -3.24 0.109
H -0.77 -2.20 -4.57 0.030
H 0.31 -0.77 -4.62 0.025
F -0.77 -0.01 2.41 0.121
C -0.74 -0.27 1.07 -0.328
F 1.49 0.32 0.54 0.064
F -2.01 -0.04 0.63 0.079
C -0.36 -1.78 0.77 -0.345
O 0.25 -1.93 -0.40 -0.155
C 0.53 -2.35 1.94 -0.536
F -0.19 -2.69 3.04 0.140
F 1.15 -3.46 1.54 0.149
F 1.48 -1.50 2.36 0.151
C -1.69 -2.62 0.79 -0.536
F -1.42 -3.93 0.79 0.163
F -2.52 -2.38 1.82 0.155
F -2.39 -2.37 -0.34 0.114
N -0.11 0.65 -1.07 -0.321
C 0.19 0.76 0.34 -0.484
N 0.13 2.06 0.91 -0.104
C -1.09 2.71 1.36 -0.162
C -0.97 3.11 2.83 -0.177
C 0.30 3.94 3.07 -0.209
C 1.53 3.22 2.53 -0.176
C 1.31 2.90 1.05 -0.182
H -1.95 2.07 1.20 0.117
H -1.24 3.62 0.76 0.125
H -0.93 2.21 3.44 0.104
H -1.86 3.67 3.13 0.108
H 0.41 4.14 4.14 0.102
H 0.20 4.91 2.57 0.108
H 1.67 2.27 3.06 0.118
H 2.43 3.83 2.65 0.106
H 2.17 2.41 0.61 0.119
H 1.14 3.84 0.51 0.119

No. 2
37
Properties=species:S:1:pos:R:3:lowdin_charge:R:1 method="wB97M-V/def2-TZVPD" gap_ev=8.33 mol_weight_g_mol=309.37 smiles="CCCn1c(CC)nc([N+](=O)[O-])c1Sc1ccc(F)cc1"
C 4.36 1.92 -0.85 -0.092
C 3.19 2.53 -0.10 -0.225
H 3.51 3.46 0.39 0.114
C 2.63 1.60 0.98 -0.169
N 2.08 0.40 0.42 -0.024
C 0.85 0.34 -0.19 -0.428
C 0.73 -0.97 -0.65 -0.222
N 1.85 -1.67 -0.32 0.209
C 2.64 -0.84 0.30 -0.304
C 3.97 -1.25 0.83 -0.172
H 4.60 -1.53 -0.02 0.122
H 4.45 -0.42 1.35 0.095
C 3.83 -2.45 1.76 -0.088
H 4.81 -2.80 2.08 0.071
H 3.25 -2.19 2.64 0.077
H 3.32 -3.26 1.24 0.073
N -0.31 -1.54 -1.40 -0.344
O -1.19 -0.79 -1.79 0.057
O -0.27 -2.73 -1.63 0.096
S -0.20 1.72 -0.25 1.064
C -1.78 0.99 0.11 -0.534
C -1.90 0.02 1.09 -0.089
C -3.15 -0.52 1.38 0.007
C -4.25 -0.05 0.68 -0.270
C -4.14 0.93 -0.29 0.004
C -2.90 1.45 -0.58 -0.097
H -2.78 2.20 -1.34 0.110
H -5.02 1.27 -0.81 0.121
F -5.46 -0.56 0.97 0.063
H -3.26 -1.28 2.13 0.122
H -1.03 -0.33 1.63 0.116
H 3.41 1.33 1.70 0.122
H 1.82 2.12 1.52 0.107
H 2.39 2.78 -0.80 0.089
H 4.06 1.00 -1.34 0.073
H 4.73 2.61 -1.60 0.074
H 5.18 1.69 -0.17 0.075

No. 3
35
Properties=species:S:1:pos:R:3:lowdin_charge:R:1 method="wB97M-V/def2-TZVPD" gap_ev=8.92 mol_weight_g_mol=276.36 relative_energy_ev=0.5998 smiles="Cc1ccccc1OCCCC(=O)Nc1nccs1"
C -0.98 1.63 1.74 -0.037
C -0.44 0.23 1.69 -0.218
C 0.57 -0.15 2.57 -0.055
C 1.10 -1.43 2.56 -0.094
C 0.59 -2.36 1.67 -0.092
C -0.42 -2.01 0.79 -0.025
C -0.92 -0.72 0.78 -0.230
O -1.88 -0.28 -0.10 -0.061
C -2.18 -1.05 -1.24 -0.199
C -2.53 -0.11 -2.40 -0.134
C -1.51 1.03 -2.54 -0.084
C -0.12 0.57 -2.17 -0.491
O 0.42 -0.42 -2.63 0.001
N 0.50 1.33 -1.22 0.129
C 1.68 0.94 -0.63 -0.594
N 2.24 1.62 0.32 0.055
C 3.36 0.99 0.76 -0.259
C 3.64 -0.18 0.14 -0.390
S 2.47 -0.54 -1.08 1.099
H 4.46 -0.85 0.32 0.055
H 3.92 1.44 1.55 0.100
H 0.05 2.13 -0.81 0.145
H -1.80 1.87 -1.90 0.112
H -1.49 1.38 -3.58 0.126
H -2.55 -0.71 -3.31 0.119
H -3.52 0.32 -2.25 0.114
H -1.32 -1.66 -1.54 0.108
H -3.03 -1.72 -1.03 0.135
H -0.81 -2.76 0.13 0.109
H 0.98 -3.37 1.66 0.104
H 1.90 -1.69 3.24 0.102
H 0.95 0.59 3.26 0.119
H -1.74 1.77 0.98 0.070
H -0.17 2.34 1.60 0.072
H -1.42 1.82 2.71 0.086